Entry 1:
Density functional theory data (ωB97M-V/def2-TZVPD) for a 15-piece molecular cluster, C46H130N8O22 overall at a distorted geometry.

```
206
Properties=species:S:1:pos:R:3:mulliken_charge:R:1
C 3.03 2.91 2.15 -0.667
C 2.99 1.36 2.14 0.804
O 4.29 0.88 2.23 -0.655
O 3.65 3.36 0.94 -0.478
H 3.53 3.28 3.04 0.463
H 2.02 3.30 2.26 0.030
H 2.58 0.92 1.24 -0.236
H 2.46 1.08 3.06 -0.139
H 4.60 0.69 1.34 0.448
H 4.58 3.12 1.01 0.285
C -3.12 -0.44 -5.05 -0.737
C -2.00 -0.38 -3.97 0.871
O -1.47 0.91 -4.10 1.194
O -2.53 -0.44 -6.35 -0.563
H -3.80 0.40 -4.97 0.177
H -3.71 -1.34 -4.87 0.417
H -1.25 -1.15 -4.07 0.106
H -2.47 -0.44 -2.99 -0.680
H -2.15 1.51 -3.80 -0.681
H -3.14 -0.40 -7.09 0.295
C -1.28 3.31 3.10 1.071
C -1.26 4.41 2.01 -0.359
O -0.10 5.22 2.22 -0.553
O -1.85 3.73 4.28 -0.686
H -0.28 2.98 3.38 0.273
H -1.80 2.45 2.68 -0.903
H -2.15 5.04 2.10 0.345
H -1.13 4.00 1.00 0.014
H -0.15 5.69 3.06 0.327
H -1.63 3.05 4.91 0.517
C 2.96 5.92 -3.39 0.469
C 3.66 5.77 -2.05 -0.358
O 2.72 5.38 -1.02 -0.431
O 3.90 6.09 -4.49 -0.603
H 2.44 6.86 -3.21 0.413
H 2.21 5.14 -3.55 -0.494
H 4.14 6.72 -1.79 0.344
H 4.44 5.01 -2.03 0.139
H 3.18 4.81 -0.40 0.282
H 3.43 5.81 -5.28 0.323
C 0.85 1.10 -7.08 -0.690
C 1.76 1.07 -5.81 -0.318
O 1.22 0.36 -4.67 0.072
O -0.38 1.64 -6.77 -0.684
H 0.69 0.08 -7.44 0.350
H 1.38 1.68 -7.85 0.424
H 1.88 2.10 -5.48 0.183
H 2.75 0.64 -6.01 0.375
H 0.38 0.79 -4.50 -0.199
H -0.79 1.12 -6.06 0.201
C -1.26 -2.38 5.67 -0.408
C -1.39 -3.66 4.82 0.442
O -2.62 -4.29 5.11 -0.671
O -2.24 -1.39 5.33 -0.267
H -0.27 -1.94 5.53 0.092
H -1.16 -2.57 6.74 0.439
H -0.54 -4.26 5.16 0.382
H -1.20 -3.47 3.77 -0.651
H -3.39 -3.86 4.74 0.481
H -3.09 -1.84 5.27 0.302
C -0.54 4.91 -3.91 0.507
C -0.93 4.78 -5.34 -0.518
O 0.09 4.16 -6.16 -0.588
O -1.58 5.08 -2.99 -0.669
H 0.11 5.78 -3.84 0.416
H 0.16 4.14 -3.59 -0.442
H -1.13 5.81 -5.65 0.381
H -1.85 4.20 -5.36 0.204
H -0.23 3.33 -6.54 0.381
H -1.18 5.54 -2.25 0.298
C -5.72 -4.34 3.24 -1.538
C -4.65 -3.30 2.85 0.542
C -5.07 -2.41 1.64 -0.733
O -4.26 -1.25 1.62 -0.190
C -4.12 -0.64 0.31 -0.386
N -4.58 -2.52 4.06 -0.716
H -6.57 -3.82 3.68 0.383
H -5.32 -4.99 4.03 0.357
H -5.85 -5.04 2.43 0.414
H -3.71 -3.82 2.65 0.229
H -6.13 -2.17 1.67 0.364
H -4.95 -2.95 0.70 0.285
H -3.64 0.34 0.34 -0.598
H -5.09 -0.50 -0.17 0.764
H -3.62 -1.27 -0.42 -0.003
H -4.24 -1.65 3.69 0.188
H -5.51 -2.20 4.28 0.281
C 1.02 1.96 -1.38 -0.502
C 0.58 0.65 -0.68 1.159
C -0.35 0.82 0.53 0.304
O -0.26 -0.29 1.44 1.414
C -0.79 -0.07 2.67 -0.010
N -0.13 -0.22 -1.63 1.758
H 0.23 2.37 -2.00 -0.146
H 1.78 1.60 -2.07 -0.726
H 1.29 2.79 -0.72 0.589
H 1.50 0.12 -0.42 0.080
H -1.39 0.91 0.21 -0.608
H -0.12 1.80 0.94 -0.524
H -0.72 -1.04 3.17 -0.544
H -1.84 0.25 2.70 0.050
H -0.09 0.52 3.27 -0.070
H 0.55 -0.24 -2.38 -0.925
H -0.09 -1.18 -1.31 -0.851
C 4.72 2.51 -2.95 -1.633
C 4.97 1.15 -3.54 0.990
C 6.34 0.54 -3.20 -0.998
O 6.62 -0.73 -3.91 -0.273
C 7.80 -1.44 -3.48 -0.870
N 4.01 0.19 -3.06 0.097
H 4.68 2.47 -1.86 0.224
H 3.74 2.80 -3.32 0.145
H 5.46 3.24 -3.25 0.565
H 4.99 1.30 -4.62 0.298
H 6.30 0.26 -2.14 0.345
H 7.08 1.29 -3.46 0.420
H 8.20 -2.22 -4.11 0.237
H 7.69 -1.64 -2.41 0.319
H 8.52 -0.64 -3.65 0.398
H 3.07 0.41 -3.36 -0.676
H 4.11 -0.66 -3.59 0.285
C -5.22 1.18 -2.60 -1.292
C -4.59 2.59 -2.36 0.095
C -4.05 2.85 -0.96 -0.053
O -5.12 2.74 -0.09 -0.453
C -4.71 2.94 1.25 -0.556
N -3.50 2.83 -3.32 -0.528
H -5.58 1.15 -3.62 0.495
H -6.14 1.06 -2.03 0.458
H -4.53 0.37 -2.36 -0.073
H -5.40 3.24 -2.71 0.362
H -3.66 3.87 -0.91 0.677
H -3.18 2.23 -0.76 -0.124
H -3.89 2.36 1.68 0.059
H -5.62 2.79 1.83 0.360
H -4.46 3.96 1.52 0.346
H -3.87 2.96 -4.25 0.308
H -2.99 3.68 -3.12 0.081
C 1.97 -2.99 -3.22 -0.656
C 3.45 -3.10 -3.17 0.859
C 3.90 -4.50 -2.70 -1.023
O 5.29 -4.51 -2.85 -0.288
C 6.03 -5.46 -2.10 -0.824
N 4.11 -2.77 -4.42 -0.607
H 1.65 -1.95 -3.23 -0.254
H 1.51 -3.39 -2.31 -0.115
H 1.51 -3.51 -4.06 0.474
H 3.84 -2.49 -2.35 0.219
H 3.54 -5.26 -3.39 0.406
H 3.57 -4.86 -1.73 0.453
H 6.52 -6.09 -2.84 0.308
H 5.43 -6.05 -1.41 0.330
H 6.85 -5.02 -1.55 0.243
H 5.05 -2.50 -4.17 0.010
H 4.24 -3.69 -4.83 0.447
C -2.58 -5.90 -1.72 -1.590
C -2.72 -4.34 -1.77 1.206
C -1.41 -3.55 -1.52 0.293
O -0.73 -3.97 -0.33 -0.421
C -1.35 -3.65 0.90 -0.552
N -3.49 -3.96 -2.95 -0.562
H -3.53 -6.43 -1.80 0.505
H -2.02 -6.20 -0.84 0.284
H -1.86 -6.12 -2.52 0.346
H -3.42 -4.00 -1.01 -0.893
H -1.55 -2.48 -1.43 -0.398
H -0.72 -3.62 -2.37 0.246
H -2.33 -4.13 0.84 0.504
H -1.61 -2.60 1.01 0.199
H -0.88 -4.20 1.71 0.055
H -2.90 -3.93 -3.77 0.296
H -4.12 -4.74 -3.05 0.317
C -3.41 1.78 6.49 -1.125
C -2.02 1.88 7.14 0.203
C -1.90 0.94 8.31 -0.519
O -2.81 1.37 9.39 -0.359
C -2.32 0.73 10.59 -0.778
N -1.07 1.65 6.10 -0.386
H -3.48 0.82 5.99 -0.044
H -3.70 2.54 5.75 0.393
H -4.20 1.76 7.23 0.429
H -1.95 2.88 7.57 0.383
H -0.90 1.08 8.73 0.440
H -2.02 -0.10 7.99 0.201
H -3.05 0.76 11.40 0.316
H -1.39 1.15 10.96 0.294
H -2.37 -0.36 10.49 0.300
H -0.17 1.76 6.55 0.263
H -1.13 0.67 5.86 -0.154
C 3.28 -1.31 5.08 -1.251
C 3.00 -2.73 4.45 0.574
C 2.66 -2.44 2.94 0.215
O 2.38 -3.64 2.20 -0.464
C 2.36 -3.42 0.77 -0.616
N 4.17 -3.59 4.68 -0.783
H 2.37 -0.71 5.11 0.147
H 4.07 -0.75 4.57 0.296
H 3.69 -1.38 6.09 0.456
H 2.19 -3.26 4.94 -0.072
H 3.45 -1.91 2.40 0.340
H 1.87 -1.68 2.94 -0.255
H 1.86 -2.51 0.45 0.114
H 1.76 -4.25 0.39 0.224
H 3.34 -3.42 0.29 0.485
H 4.22 -4.39 4.07 0.287
H 4.97 -3.06 4.35 0.299
```

Properties
LUMO energy in eV: 0.47
Electronic energy in eV: -106766.0757
Kohn-Sham gap in eV: 9.55
Total charge: 0
HOMO level in eV: -9.082
Spin multiplicity: 1

Entry 2:
Density functional theory data (ωB97M-V/def2-TZVPD) for C46H27N8Pb as an isolated structure at a distorted geometry.

```
82
Properties=species:S:1:pos:R:3:mulliken_charge:R:1
Pb -0.43 0.29 -0.13 1.305
C -1.59 -6.41 0.74 -0.595
C -1.73 -6.43 -0.66 -0.611
C -1.71 -5.25 -1.39 -0.098
C -1.53 -4.06 -0.70 0.458
C -1.45 -2.67 -1.14 -0.395
N -1.18 -1.89 -0.05 -0.136
C -1.20 -2.65 1.08 -0.344
N -1.14 -2.26 2.34 -0.610
C -1.25 -1.00 2.76 -0.289
C -1.39 -0.62 4.16 0.333
C -1.29 -1.33 5.34 -0.203
C -1.45 -0.64 6.53 -0.580
C -1.73 0.73 6.54 -0.588
C -1.84 1.44 5.36 -0.093
C -1.67 0.76 4.17 0.268
C -1.67 1.19 2.77 -0.173
N -1.90 2.44 2.39 -0.651
C -2.06 2.83 1.13 0.103
N -2.22 2.04 0.05 -0.624
C -2.29 2.80 -1.07 -0.003
N -2.38 2.39 -2.33 -0.592
C -2.25 1.14 -2.74 -0.205
N -1.94 0.04 -2.00 -0.428
C -1.85 -1.04 -2.79 -0.157
N -1.65 -2.30 -2.39 -0.639
C -2.09 -0.64 -4.18 0.339
C -2.05 -1.33 -5.38 -0.146
C -2.28 -0.61 -6.54 -0.585
C -2.55 0.76 -6.51 -0.553
C -2.59 1.45 -5.31 -0.197
C -2.36 0.74 -4.14 0.257
C -2.19 4.21 -0.69 0.275
C -2.14 5.39 -1.43 -0.284
C -1.97 6.58 -0.74 -0.558
C -1.84 6.60 0.65 -0.578
C -1.86 5.42 1.39 -0.228
C -2.05 4.23 0.70 0.204
N -1.37 0.11 2.00 -0.187
C -1.38 -4.05 0.69 0.492
C -1.42 -5.22 1.42 -0.308
H -1.60 -7.35 1.28 0.390
H -1.85 -7.37 -1.17 0.389
H -1.83 -5.25 -2.46 0.537
H -1.07 -2.39 5.33 0.536
H -1.36 -1.17 7.48 0.391
H -1.85 1.24 7.49 0.386
H -2.05 2.51 5.36 0.526
H -1.83 -2.39 -5.40 0.529
H -2.24 -1.12 -7.50 0.382
H -2.72 1.29 -7.44 0.383
H -2.79 2.51 -5.27 0.526
H -2.21 5.36 -2.51 0.529
H -1.93 7.51 -1.29 0.381
H -1.70 7.55 1.16 0.380
H -1.72 5.43 2.46 0.514
H -1.31 -5.21 2.50 0.542
C 6.59 -2.89 -0.60 -0.407
C 5.62 -3.74 -0.08 -0.512
C 4.33 -3.28 0.11 -0.525
C 3.97 -1.97 -0.20 0.383
C 4.95 -1.12 -0.71 -0.206
C 6.25 -1.58 -0.91 -0.662
C 2.56 -1.55 -0.01 -0.185
C 2.07 -0.32 0.09 -0.788
C 2.70 0.97 0.20 0.309
C 2.47 1.99 -0.75 -0.280
C 2.97 3.27 -0.56 -0.715
C 3.69 3.58 0.58 -0.380
C 3.91 2.60 1.54 -0.602
C 3.42 1.32 1.36 -0.238
H 7.60 -3.24 -0.76 0.355
H 5.88 -4.76 0.17 0.349
H 3.58 -3.95 0.52 0.407
H 4.70 -0.10 -0.96 0.453
H 6.99 -0.91 -1.32 0.367
H 1.87 -2.40 0.06 0.104
H 1.93 1.75 -1.66 0.548
H 2.78 4.03 -1.31 0.385
H 4.08 4.59 0.73 0.371
H 4.47 2.83 2.44 0.363
H 3.59 0.55 2.11 0.390
```

Properties
LUMO energy (spin up / spin down) in eV: 1.04 / 1.01
Electronic energy in eV: -65311.4350
Kohn-Sham gap (spin up / spin down) in eV: 4.53 / 4.52
Total charge: -1
HOMO level (spin up / spin down) in eV: -3.492 / -3.516
Spin multiplicity: 1